81
Properties=species:S:1:pos:R:3 method="wB97M-V/def2-TZVPD" e_lumo_ev="0.626 / 0.482" spin_multiplicity=4 homo_ev="-6.379 / -6.986" s2=3.78 relative_energy_kcal_mol=0.0 e_tot_ev=-106594.7199 charge=0
Mn 0.254 -0.108 -0.161
C 1.520 -1.917 1.083
C 1.014 -2.389 -0.144
C 1.653 -1.584 -1.178
Si -0.087 -3.927 -0.217
C 2.444 -0.601 -0.545
C 2.314 -0.769 0.897
Si 3.145 0.089 2.365
H 1.342 -2.391 2.043
H 1.635 -1.833 -2.232
H 3.158 0.065 -1.013
Cl -2.973 3.375 -1.732
C 3.164 -0.994 3.889
C 4.842 0.705 1.902
C -0.003 -4.922 1.363
C 0.296 -4.950 -1.726
H 5.467 -0.161 1.633
H 5.269 1.185 2.796
H 4.844 1.421 1.069
H 2.140 -1.285 4.170
H 3.617 -0.409 4.704
H 3.764 -1.897 3.700
H 1.352 -5.263 -1.682
H 0.117 -4.426 -2.675
H -0.340 -5.847 -1.678
H 1.019 -5.303 1.513
H -0.705 -5.763 1.262
H -0.293 -4.301 2.226
C 1.924 1.513 2.680
C -1.808 -3.123 -0.308
P 1.048 2.070 1.152
H 2.422 2.328 3.226
H 1.130 1.103 3.324
P -1.805 -1.471 -1.133
H -2.109 -2.916 0.731
H -2.535 -3.825 -0.743
C -3.600 -0.907 -1.055
C -1.535 -1.936 -2.946
C 2.418 2.978 0.217
C -0.102 3.440 1.741
C -1.525 2.895 1.802
H -0.036 4.192 0.937
C 0.299 4.095 3.060
H 0.286 3.382 3.892
H -0.437 4.875 3.287
H 1.284 4.571 3.030
H -1.898 2.639 0.805
H -2.193 3.653 2.223
H -1.581 1.988 2.415
H 3.162 2.186 0.026
C 3.074 4.096 1.018
C 1.861 3.478 -1.116
H 3.481 3.768 1.980
H 2.387 4.931 1.196
H 3.915 4.484 0.429
H 1.442 2.659 -1.715
H 2.683 3.917 -1.693
H 1.093 4.252 -0.972
H -0.543 -2.418 -2.937
C -1.471 -0.658 -3.781
C -2.563 -2.921 -3.489
H -2.633 -3.849 -2.910
H -2.258 -3.199 -4.505
H -3.563 -2.477 -3.556
H -0.689 0.025 -3.421
H -2.435 -0.128 -3.792
H -1.219 -0.929 -4.811
C -3.737 0.138 0.046
C -4.622 -2.027 -0.880
H -3.757 -0.429 -2.035
H -4.489 -2.558 0.069
H -4.609 -2.764 -1.691
H -5.619 -1.573 -0.864
H -3.365 -0.237 1.006
H -4.788 0.423 0.154
H -3.171 1.044 -0.194
C -1.760 3.387 -3.018
H -1.037 2.596 -2.776
H -2.214 3.215 -4.003
H -1.279 4.372 -3.099
F -0.896 -0.149 1.368



90
Properties=species:S:1:pos:R:3 method="wB97M-V/def2-TZVPD" e_lumo_ev="2.281 / 2.280" spin_multiplicity=3 homo_ev="-2.066 / -5.572" s2=2.02 relative_energy_kcal_mol=1.5 e_tot_ev=-103159.0085 charge=-1
Ti -0.913 -0.074 0.335
C -1.326 -2.243 2.832
O -0.748 -1.062 2.301
Si 0.482 -0.049 2.893
C 0.403 0.092 4.765
C 2.089 -0.965 2.558
C 0.127 1.363 1.801
Si 1.614 2.320 1.264
C 2.743 2.836 2.697
C 1.170 3.920 0.365
C 2.785 1.354 0.125
Si -1.205 2.474 2.520
C -2.602 1.547 3.389
C -2.025 3.588 1.230
C -0.552 3.660 3.848
H -1.597 -2.083 3.878
H -0.631 -3.081 2.751
H -2.215 -2.472 2.251
H 0.677 -0.857 5.235
H -0.561 0.406 5.162
H 1.148 0.833 5.072
H 2.063 -1.942 3.052
H 2.951 -0.419 2.953
H 2.237 -1.126 1.489
H 2.249 3.479 3.426
H 3.611 3.376 2.303
H 3.125 1.959 3.229
H 0.736 4.662 1.038
H 0.446 3.751 -0.435
H 2.075 4.354 -0.071
H 3.541 0.826 0.713
H 3.314 2.054 -0.530
H 2.274 0.617 -0.495
H -3.053 0.775 2.766
H -3.376 2.290 3.607
H -2.303 1.110 4.344
H -1.852 3.274 0.202
H -1.672 4.618 1.327
H -3.108 3.593 1.382
H -0.040 3.141 4.663
H -1.408 4.192 4.277
H 0.128 4.412 3.443
C 0.525 1.914 -2.743
C -0.907 1.887 -2.341
N -1.401 1.212 -1.329
C -2.790 1.424 -1.321
C -3.119 2.282 -2.392
N -1.881 2.536 -3.004
C -4.309 2.860 -2.907
O -5.462 2.568 -2.268
O -4.307 3.587 -3.905
C -3.550 0.825 -0.295
O -4.777 0.957 -0.147
O -2.795 0.079 0.544
H 1.074 1.180 -2.157
H 0.965 2.899 -2.575
H 0.633 1.672 -3.802
H -1.793 3.134 -3.809
H -5.290 1.987 -1.481
C 3.239 -2.437 -1.282
C 2.615 -3.677 -0.658
C 2.547 -4.826 -1.655
C 3.379 -4.092 0.590
O 1.268 -3.414 -0.179
P 0.175 -2.456 -0.800
O -1.135 -2.611 -0.122
O 0.623 -0.986 -0.655
O 0.219 -2.872 -2.328
C -0.707 -2.546 -3.410
C -1.968 -1.847 -2.930
C -1.042 -3.881 -4.053
C 0.080 -1.650 -4.354
H 4.269 -2.663 -1.562
H 3.243 -1.604 -0.578
H 2.697 -2.128 -2.176
H 3.557 -5.108 -1.960
H 1.980 -4.536 -2.537
H 2.068 -5.691 -1.196
H 4.400 -4.377 0.329
H 2.885 -4.943 1.062
H 3.412 -3.268 1.303
H -2.522 -2.456 -2.218
H -2.601 -1.643 -3.795
H -1.738 -0.890 -2.464
H -1.558 -4.519 -3.335
H -0.133 -4.385 -4.384
H -1.693 -3.729 -4.916
H 0.351 -0.726 -3.841
H -0.520 -1.400 -5.230
H 0.993 -2.151 -4.682



86
Properties=species:S:1:pos:R:3 method="wB97M-V/def2-TZVPD" e_lumo_ev=-4.098 homo_ev=-11.659 smiles="CCP(CC)[N+]1=C(CCCCN)[C@H](S(C)(=O)=O)[C@@](CN)(CCCCOC=O)[C@]1(CCCCOC)[PH2]=O" e_tot_ev=-71857.7552 charge=+1
C 2.736 -2.251 -1.406
C 1.328 -2.644 -1.906
P 0.039 -1.362 -1.858
C 0.927 0.074 -2.599
C 0.187 0.618 -3.845
N -0.243 -0.897 -0.154
C 0.026 -1.566 0.924
C 0.587 -2.927 1.056
C -0.426 -4.024 0.632
C 0.265 -5.330 0.166
C -0.440 -5.962 -1.051
N 0.477 -6.369 -2.139
C -0.240 -0.753 2.170
S -1.409 -1.367 3.391
C -0.662 -0.964 4.956
O -1.465 -2.800 3.302
O -2.684 -0.709 3.319
C -0.321 0.726 1.614
C -1.121 1.678 2.488
N -0.948 3.091 2.158
C 1.161 1.094 1.304
C 1.822 2.178 2.181
C 3.328 2.225 1.870
C 3.744 3.577 1.325
O 5.162 3.756 1.330
C 5.807 2.969 0.417
O 5.822 3.191 -0.801
C -0.958 0.355 0.242
C -1.141 1.452 -0.824
C -2.382 2.358 -0.692
C -2.110 3.696 -1.416
C -3.328 4.170 -2.219
O -3.268 3.739 -3.549
C -3.904 2.506 -3.817
P -2.746 -0.367 0.281
O -3.203 -0.625 -1.098
H 2.700 -1.468 -0.654
H 3.234 -3.105 -0.960
H 3.360 -1.889 -2.212
H 1.415 -2.841 -2.972
H 1.017 -3.580 -1.466
H 1.935 -0.215 -2.872
H 1.036 0.855 -1.857
H 0.901 0.725 -4.650
H -0.641 -0.016 -4.132
H -0.182 1.615 -3.636
H 1.546 -3.053 0.568
H 0.774 -3.074 2.114
H -1.062 -4.269 1.470
H -1.058 -3.610 -0.151
H 1.312 -5.144 -0.053
H 0.174 -6.028 0.988
H -1.008 -6.824 -0.719
H -1.162 -5.270 -1.474
H 1.430 -6.140 -1.900
H 0.270 -5.830 -2.967
H 0.708 -0.842 2.703
H -1.498 -1.034 5.641
H -0.258 0.040 4.954
H 0.066 -1.724 5.202
H -0.843 1.500 3.522
H -2.166 1.410 2.384
H -0.734 3.250 1.189
H -1.771 3.602 2.430
H 1.283 1.427 0.279
H 1.812 0.227 1.391
H 1.419 3.129 1.864
H 1.639 2.022 3.236
H 3.933 1.993 2.740
H 3.570 1.473 1.119
H 3.353 4.359 1.965
H 3.377 3.754 0.315
H 6.330 2.094 0.829
H -1.274 0.944 -1.770
H -0.274 2.106 -0.838
H -2.688 2.527 0.333
H -3.223 1.912 -1.204
H -1.345 3.521 -2.166
H -1.782 4.466 -0.725
H -3.348 5.256 -2.230
H -4.247 3.861 -1.720
H -3.179 1.690 -3.781
H -4.354 2.522 -4.801
H -4.672 2.268 -3.084
H -2.652 -1.587 0.981
H -3.596 0.460 1.026